Entry 1:
The following is a DFT calculation (ωB97M-V/def2-TZVPD) of a molecular structure, C53H71AsNO5P2RbSSi3.

Output
- Kohn-Sham gap: 0.189 Ha
- Net charge: -2
- LUMO: 3.4 eV
- F_max: 0.62 eV/A

Atoms and positions in Å:
Rb (0.005, 0.246, -0.038)
C (-2.043, -3.404, -0.255)
O (-0.688, -3.036, -0.152)
Si (0.558, -4.023, -0.720)
C (0.109, -5.782, -0.139)
C (0.282, -4.134, -2.604)
C (2.130, -3.392, -0.204)
Si (2.422, -3.299, 1.580)
C (0.839, -3.333, 2.623)
C (3.452, -4.753, 2.262)
C (3.326, -1.758, 2.201)
Si (3.505, -3.289, -1.354)
C (5.057, -2.484, -0.633)
C (3.171, -2.300, -2.948)
C (4.116, -4.980, -1.996)
H (-2.229, -4.405, 0.156)
H (-2.389, -3.408, -1.298)
H (-2.632, -2.673, 0.294)
H (-0.825, -6.152, -0.575)
H (0.027, -5.850, 0.949)
H (0.915, -6.455, -0.450)
H (-0.558, -4.799, -2.831)
H (1.158, -4.503, -3.143)
H (0.045, -3.144, -3.004)
H (0.246, -4.239, 2.475)
H (0.187, -2.484, 2.397)
H (1.118, -3.283, 3.682)
H (2.939, -5.699, 2.060)
H (3.607, -4.670, 3.344)
H (4.434, -4.803, 1.782)
H (2.942, -0.847, 1.734)
H (4.400, -1.798, 2.004)
H (3.191, -1.668, 3.286)
H (4.866, -1.451, -0.331)
H (5.844, -2.469, -1.395)
H (5.444, -3.024, 0.237)
H (2.535, -1.437, -2.736)
H (2.688, -2.899, -3.726)
H (4.120, -1.928, -3.354)
H (4.446, -5.602, -1.157)
H (4.948, -4.883, -2.703)
H (3.303, -5.515, -2.499)
C (3.161, 1.599, -3.942)
C (2.810, 1.292, -2.487)
O (1.642, 0.992, -2.258)
C (3.866, 1.348, -1.487)
C (5.204, 1.481, -1.905)
C (6.257, 1.570, -1.027)
C (5.975, 1.534, 0.355)
C (4.697, 1.409, 0.812)
C (3.559, 1.299, -0.074)
O (2.400, 1.198, 0.397)
H (2.233, 1.835, -4.461)
H (3.602, 0.710, -4.402)
H (3.858, 2.429, -4.052)
H (5.423, 1.494, -2.966)
H (7.275, 1.645, -1.386)
H (6.792, 1.599, 1.068)
H (4.476, 1.369, 1.873)
C (-1.040, 5.541, 1.145)
N (-0.692, 4.202, 1.618)
P (-1.857, 2.817, 1.382)
C (-3.362, 3.844, 1.676)
C (-4.344, 3.906, 0.691)
C (-5.447, 4.736, 0.844)
C (-5.591, 5.504, 1.991)
C (-4.624, 5.440, 2.986)
C (-3.517, 4.618, 2.823)
C (-1.692, 1.962, 3.029)
C (-2.776, 1.843, 3.898)
C (-2.674, 1.129, 5.083)
C (-1.484, 0.502, 5.424)
C (-0.405, 0.584, 4.558)
C (-0.512, 1.295, 3.369)
P (0.939, 3.770, 1.726)
C (1.544, 5.072, 2.888)
C (1.438, 4.758, 4.245)
C (1.803, 5.671, 5.223)
C (2.293, 6.919, 4.861)
C (2.407, 7.245, 3.516)
C (2.032, 6.330, 2.540)
C (1.683, 4.308, 0.138)
C (0.913, 4.297, -1.024)
C (1.490, 4.558, -2.259)
C (2.848, 4.827, -2.353)
C (3.631, 4.806, -1.207)
C (3.053, 4.542, 0.025)
H (-1.418, 6.178, 1.951)
H (-1.806, 5.512, 0.366)
H (-0.165, 6.028, 0.712)
H (-4.242, 3.285, -0.189)
H (-6.201, 4.773, 0.066)
H (-6.456, 6.147, 2.113)
H (-4.728, 6.031, 3.888)
H (-2.757, 4.573, 3.596)
H (-3.727, 2.282, 3.629)
H (-3.539, 1.047, 5.732)
H (-1.405, -0.066, 6.344)
H (0.521, 0.069, 4.781)
H (0.352, 1.314, 2.718)
H (1.058, 3.782, 4.530)
H (1.710, 5.404, 6.269)
H (2.586, 7.632, 5.622)
H (2.786, 8.218, 3.224)
H (2.124, 6.597, 1.495)
H (-0.144, 4.060, -0.966)
H (0.874, 4.527, -3.150)
H (3.300, 5.019, -3.319)
H (4.702, 4.959, -1.274)
H (3.686, 4.489, 0.905)
O (-2.406, -0.571, 1.298)
C (-3.518, -0.020, 1.225)
O (-3.764, 1.214, 1.167)
C (-4.742, -0.928, 1.206)
C (-4.710, -2.164, 1.841)
C (-5.825, -2.992, 1.828)
C (-6.976, -2.599, 1.158)
C (-7.011, -1.367, 0.515)
C (-5.903, -0.531, 0.551)
H (-3.794, -2.463, 2.336)
H (-5.791, -3.951, 2.333)
H (-7.843, -3.250, 1.136)
H (-7.906, -1.057, -0.013)
H (-5.916, 0.441, 0.076)
C (-2.717, 0.511, -5.733)
As (-2.128, -0.155, -4.012)
C (-0.246, -0.446, -4.256)
C (-2.898, -1.921, -3.903)
S (-2.656, 1.075, -2.426)
H (-2.520, -0.222, -6.515)
H (-2.178, 1.434, -5.940)
H (-3.782, 0.726, -5.672)
H (-0.077, -1.002, -5.179)
H (0.150, -1.006, -3.412)
H (0.259, 0.516, -4.268)
H (-2.808, -2.441, -4.857)
H (-3.942, -1.819, -3.614)
H (-2.366, -2.475, -3.132)

Entry 2:
The following is a DFT calculation (ωB97M-V/def2-TZVPD) of a molecular structure, C53H71ClGeN3O6Ti.

Output
- Kohn-Sham gap (alpha / beta): 0.150 / 0.151 Ha
- Net charge: -1
- LUMO (alpha / beta): 0.8 / 0.8 eV
- F_max: 5.15 eV/A

Atoms and positions in Å:
Ti (0.812, -0.525, -0.184)
C (-3.439, 1.748, 5.281)
C (-4.279, 1.234, 4.102)
C (-4.823, 2.446, 3.328)
C (-5.471, 0.464, 4.673)
C (-3.419, 0.380, 3.174)
C (-2.195, 0.916, 2.704)
C (-1.437, 0.201, 1.793)
N (-0.345, 0.653, 1.060)
C (0.198, 1.917, 1.255)
C (-0.495, 3.106, 1.407)
C (0.223, 4.272, 1.705)
C (1.607, 4.191, 1.765)
C (2.349, 3.018, 1.553)
C (1.612, 1.849, 1.321)
O (2.109, 0.630, 1.193)
C (3.877, 3.104, 1.613)
C (4.317, 3.360, 3.062)
C (4.364, 4.273, 0.739)
C (4.595, 1.845, 1.112)
C (-0.468, 5.610, 1.983)
C (-0.032, 6.656, 0.946)
C (-1.992, 5.493, 1.929)
C (-0.086, 6.111, 3.383)
C (-1.731, -1.167, 1.528)
O (-0.738, -1.791, 0.926)
C (-2.961, -1.686, 1.927)
C (-3.804, -0.872, 2.733)
C (-3.380, -3.100, 1.526)
C (-4.799, -3.458, 1.979)
C (-3.331, -3.234, -0.002)
C (-2.432, -4.124, 2.170)
H (-4.067, 2.311, 5.977)
H (-2.984, 0.915, 5.822)
H (-2.638, 2.409, 4.947)
H (-5.461, 3.064, 3.968)
H (-4.006, 3.069, 2.959)
H (-5.411, 2.116, 2.469)
H (-6.010, 1.100, 5.379)
H (-6.174, 0.168, 3.892)
H (-5.148, -0.436, 5.201)
H (-1.866, 1.894, 3.020)
H (-1.569, 3.111, 1.296)
H (2.156, 5.100, 1.992)
H (3.902, 4.296, 3.441)
H (3.974, 2.552, 3.712)
H (5.408, 3.417, 3.128)
H (4.034, 5.240, 1.121)
H (5.457, 4.285, 0.710)
H (3.990, 4.167, -0.281)
H (4.406, 0.991, 1.757)
H (4.277, 1.582, 0.103)
H (5.673, 2.046, 1.106)
H (-0.270, 6.316, -0.064)
H (-0.543, 7.609, 1.120)
H (1.043, 6.835, 0.994)
H (-2.339, 5.180, 0.942)
H (-2.363, 4.773, 2.662)
H (-2.442, 6.463, 2.151)
H (0.984, 6.308, 3.458)
H (-0.617, 7.040, 3.617)
H (-0.344, 5.366, 4.139)
H (-4.766, -1.259, 3.030)
H (-5.544, -2.786, 1.546)
H (-5.031, -4.475, 1.651)
H (-4.900, -3.424, 3.065)
H (-3.964, -2.476, -0.471)
H (-2.305, -3.094, -0.344)
H (-3.680, -4.222, -0.322)
H (-2.434, -4.003, 3.255)
H (-2.745, -5.147, 1.936)
H (-1.409, -3.982, 1.818)
N (1.859, -1.836, 1.039)
C (1.925, -3.324, 0.935)
C (0.928, -4.035, -0.025)
C (0.947, -3.914, -1.569)
C (-0.186, -3.089, -2.179)
N (-0.304, -1.814, -1.517)
H (2.740, -1.395, 1.002)
H (1.541, -1.451, 1.943)
H (1.657, -3.701, 1.920)
H (2.947, -3.633, 0.709)
H (-0.056, -3.706, 0.315)
H (1.027, -5.102, 0.190)
H (0.923, -4.885, -2.080)
H (1.984, -3.608, -1.870)
H (-1.116, -3.633, -1.988)
H (-0.043, -3.052, -3.267)
H (-1.269, -1.477, -1.488)
H (-0.227, -0.538, -2.022)
Ge (2.596, -1.966, -1.894)
C (4.012, -3.544, -1.652)
C (5.118, -3.162, -0.894)
C (6.169, -4.034, -0.633)
C (6.136, -5.325, -1.149)
C (5.055, -5.716, -1.930)
C (4.014, -4.830, -2.179)
C (2.827, -1.597, -3.783)
C (2.449, -2.437, -4.829)
C (2.675, -2.062, -6.145)
C (3.277, -0.840, -6.420)
C (3.648, 0.004, -5.384)
C (3.418, -0.367, -4.065)
H (3.115, -0.774, -1.007)
H (5.162, -2.155, -0.481)
H (7.008, -3.707, -0.031)
H (6.946, -6.015, -0.953)
H (5.023, -6.714, -2.352)
H (3.198, -5.174, -2.814)
H (1.977, -3.392, -4.626)
H (2.380, -2.719, -6.953)
H (3.450, -0.542, -7.447)
H (4.102, 0.963, -5.598)
H (3.676, 0.309, -3.258)
C (-4.015, 0.128, -2.360)
C (-3.013, -0.387, -3.355)
C (-2.843, -1.756, -3.538)
C (-1.901, -2.235, -4.432)
Cl (-1.723, -3.965, -4.641)
C (-1.098, -1.379, -5.163)
C (-1.255, -0.014, -4.981)
C (-2.192, 0.477, -4.084)
O (-2.290, 1.843, -3.944)
C (-1.711, 2.287, -2.715)
C (-0.347, 1.608, -2.562)
O (0.586, 1.850, -3.286)
O (-0.418, 0.671, -1.641)
H (-4.839, -0.578, -2.251)
H (-4.421, 1.088, -2.679)
H (-3.558, 0.263, -1.375)
H (-3.449, -2.453, -2.971)
H (-0.354, -1.767, -5.844)
H (-0.624, 0.694, -5.501)
H (-2.354, 2.024, -1.876)
H (-1.606, 3.369, -2.766)
O (2.035, 0.280, -1.191)

Entry 3:
The following is a DFT calculation (ωB97M-V/def2-TZVPD) of a molecular structure, C53H76N8ORbS.

Output
- Kohn-Sham gap: 0.207 Ha
- Net charge: -1
- LUMO: 2.0 eV
- F_max: 0.52 eV/A

Atoms and positions in Å:
Rb (0.149, 0.184, 0.100)
C (3.322, 0.920, 0.165)
C (3.447, -0.436, -0.222)
C (3.151, -1.225, 0.931)
C (2.833, -0.313, 1.965)
C (2.953, 0.999, 1.514)
C (2.840, 2.237, 2.389)
C (1.937, 1.969, 3.597)
C (2.260, 3.417, 1.616)
C (4.232, 2.633, 2.901)
C (3.371, -2.692, 1.333)
C (4.705, -2.772, 2.098)
C (2.249, -3.173, 2.270)
C (3.445, -3.740, 0.218)
C (3.897, -0.804, -1.638)
C (5.264, -1.508, -1.613)
C (2.871, -1.647, -2.397)
C (4.089, 0.458, -2.499)
H (3.502, 1.765, -0.481)
H (2.588, -0.589, 2.980)
H (0.936, 1.659, 3.285)
H (1.832, 2.868, 4.213)
H (2.345, 1.179, 4.227)
H (1.267, 3.178, 1.227)
H (2.898, 3.672, 0.770)
H (2.173, 4.303, 2.254)
H (4.679, 1.807, 3.456)
H (4.181, 3.507, 3.559)
H (4.894, 2.866, 2.065)
H (4.697, -2.092, 2.950)
H (5.534, -2.476, 1.452)
H (4.893, -3.788, 2.461)
H (2.186, -2.591, 3.186)
H (2.418, -4.216, 2.556)
H (1.276, -3.112, 1.778)
H (4.234, -3.540, -0.504)
H (2.503, -3.834, -0.319)
H (3.652, -4.715, 0.670)
H (5.263, -2.420, -1.019)
H (6.008, -0.839, -1.174)
H (5.590, -1.763, -2.627)
H (2.692, -2.618, -1.945)
H (3.199, -1.820, -3.428)
H (1.913, -1.123, -2.442)
H (4.854, 1.116, -2.085)
H (3.164, 1.031, -2.595)
H (4.407, 0.162, -3.503)
C (-0.053, -3.121, -5.653)
N (0.351, -3.392, -4.292)
C (0.493, -4.806, -3.981)
C (0.617, -4.795, -2.466)
N (-0.197, -3.651, -2.133)
C (-0.223, -3.146, -0.781)
C (-0.188, -2.741, -3.175)
N (-0.587, -1.544, -2.993)
C (-0.579, -0.576, -4.066)
C (-1.084, 0.781, -3.563)
N (-0.062, 1.601, -2.938)
C (0.380, 2.612, -3.567)
N (1.235, 3.530, -2.969)
C (1.297, 3.538, -1.528)
C (1.110, 4.790, -3.664)
C (0.831, 4.318, -5.081)
N (0.103, 3.079, -4.864)
C (0.033, 2.178, -5.999)
H (0.549, -3.751, -6.310)
H (0.135, -2.088, -5.932)
H (-1.111, -3.352, -5.832)
H (1.372, -5.221, -4.479)
H (-0.396, -5.371, -4.301)
H (1.663, -4.669, -2.158)
H (0.226, -5.703, -2.002)
H (-0.433, -3.957, -0.084)
H (-1.028, -2.426, -0.696)
H (0.730, -2.675, -0.514)
H (-1.221, -0.884, -4.902)
H (0.439, -0.451, -4.464)
H (-1.845, 0.569, -2.811)
H (-1.612, 1.321, -4.357)
H (1.639, 2.565, -1.179)
H (0.318, 3.741, -1.075)
H (2.016, 4.290, -1.207)
H (2.025, 5.381, -3.591)
H (0.272, 5.388, -3.273)
H (1.772, 4.127, -5.618)
H (0.242, 5.035, -5.657)
H (0.644, 2.583, -6.809)
H (-0.985, 2.051, -6.373)
H (0.435, 1.195, -5.751)
O (-3.878, 1.527, -1.455)
H (-4.048, 0.579, -1.409)
H (-3.054, 1.651, -0.946)
N (-1.709, 2.364, 0.480)
S (-2.391, 1.775, 1.802)
C (-4.166, 1.850, 1.702)
C (-4.799, 0.624, 1.573)
C (-6.176, 0.598, 1.394)
C (-6.889, 1.784, 1.340)
C (-6.239, 3.007, 1.472)
C (-4.870, 3.046, 1.656)
C (-2.104, 2.870, 3.181)
C (-1.227, 3.932, 3.055)
C (-0.929, 4.696, 4.178)
C (-1.496, 4.388, 5.401)
C (-2.362, 3.305, 5.518)
C (-2.666, 2.537, 4.409)
H (-2.041, 3.318, 0.318)
H (-4.207, -0.283, 1.577)
H (-6.682, -0.352, 1.285)
H (-7.961, 1.763, 1.191)
H (-6.805, 3.929, 1.430)
H (-4.350, 3.991, 1.762)
H (-0.762, 4.137, 2.100)
H (-0.234, 5.521, 4.089)
H (-1.252, 4.979, 6.275)
H (-2.784, 3.042, 6.478)
H (-3.303, 1.665, 4.496)
C (-1.954, -0.609, 5.730)
C (-3.095, -1.194, 5.199)
C (-3.189, -1.520, 3.855)
C (-2.125, -1.276, 2.957)
C (-0.980, -0.669, 3.532)
C (-0.894, -0.343, 4.866)
N (-2.167, -1.439, 1.596)
C (-2.969, -2.418, 1.069)
C (-3.461, -2.244, -0.244)
C (-4.190, -3.217, -0.897)
C (-4.486, -4.423, -0.273)
C (-4.009, -4.624, 1.018)
C (-3.271, -3.659, 1.677)
H (-1.894, -0.360, 6.782)
H (-3.945, -1.402, 5.841)
H (-4.106, -1.964, 3.487)
H (-0.149, -0.469, 2.867)
H (0.013, 0.125, 5.234)
H (-3.191, -1.326, -0.757)
H (-4.523, -3.034, -1.914)
H (-5.058, -5.188, -0.780)
H (-4.203, -5.562, 1.528)
H (-2.886, -3.862, 2.668)

| no. | molar mass (g mol⁻¹) |
| --- | --- |
| 1 | 1140.82 |
| 2 | 1002.10 |
| 3 | 958.78 |